1) A 2-piece molecular cluster, C5H4FN3O3 overall. Source: OMol25; level of theory: ωB97M-V/def2-TZVPD.

The SMILES is O=c1[nH]c(O)c2n1[C@H]2F.N=C=O. The spin multiplicity is 1. The value obtained for the HOMO energy is -8.50 eV. The frontier orbital gap is 8.9 eV.

CARTESIAN COORDINATES (ANGSTROEM)
H1 1.8210 1.4396 -2.1286
O1 0.0645 1.0035 1.9379
C1 0.1163 -0.8283 0.2820
H2 -2.3625 0.4496 1.7561
O2 -3.3442 -0.8788 -0.3240
H3 0.6359 -1.7702 -1.5888
O3 2.5555 0.7767 0.9709
H4 0.9525 1.0200 1.9141
N1 -1.7485 -0.0844 1.1618
N2 2.4436 1.1804 -1.3370
F1 -0.0111 -0.0496 -2.0952
C2 2.3518 0.9307 -0.1973
C3 -0.3834 0.1080 1.1178
C4 -2.2248 -0.7857 0.0592
N3 -1.0010 -1.5154 -0.3920
C5 0.1344 -0.9961 -1.1370

Atom charges from the Mulliken analysis, given in e for atoms 1 to 6: H 0.33; O -0.48; C -0.65; H 0.23; O -0.52; H 0.47


2) An isolated molecule of C5H4FN3O3. Source: OMol25; level of theory: ωB97M-V/def2-TZVPD.

The SMILES is NC(=O)c1nc(F)c(O)[nH]c1=O. The spin multiplicity is 1. The value obtained for the HOMO energy is -9.25 eV. The frontier orbital gap is 8.3 eV.

CARTESIAN COORDINATES (ANGSTROEM)
O1 2.0113 2.4026 0.7927
N1 -0.0088 3.1257 0.2845
H1 -0.9755 2.8969 -0.0134
H2 -0.5457 -3.9991 0.1361
O2 -1.7583 1.1083 -0.3862
N2 -1.1459 -1.0275 -0.5147
H3 0.3506 4.0282 0.6314
C1 0.8450 2.0459 0.4877
H4 -1.9613 -1.3439 -0.9265
C2 0.4783 0.5700 0.2406
C3 -0.2426 -1.9983 -0.2905
N3 1.4244 -0.3662 0.2802
C4 -0.9203 0.2710 -0.1139
C5 1.0987 -1.6954 -0.1047
O3 -0.6803 -3.2502 -0.5236
F1 2.0303 -2.7680 0.0203

Atom charges from the Mulliken analysis, given in e for atoms 1 to 6: O -0.63; N -0.36; H 0.26; H 0.36; O -0.71; N -0.04


Which is less stable than every other structure shown? 1) is.